No. 1
ORCA calculation (ωB97M-V with the def2-TZVPD basis set) on 2 unconnected molecules or ions with the total composition C6H14N2O2.

Geometry as XYZ:
```
24
Properties=species:S:1:pos:R:3:nbo_charge:R:1
C -2.160 -1.405 0.534 -0.43
N -1.361 -0.900 1.629 -0.61
C 0.005 -1.024 1.622 0.67
C 0.692 -0.333 2.781 -0.71
O 0.587 -1.769 0.855 -0.63
H -1.506 -1.893 -0.184 0.24
H -2.900 -2.123 0.864 0.20
H -2.678 -0.611 0.003 0.20
H -1.684 -0.073 2.108 0.39
H 1.705 -0.008 2.542 0.24
H 0.107 0.499 3.198 0.21
H 0.763 -1.061 3.584 0.25
C 2.462 0.232 -1.782 -0.42
N 1.067 0.368 -1.384 -0.62
C 0.317 1.331 -1.977 0.67
C -1.104 1.490 -1.453 -0.70
O 0.740 2.034 -2.882 -0.63
H 2.529 -0.396 -2.673 0.20
H 2.865 1.208 -2.030 0.22
H 3.019 -0.229 -0.974 0.20
H 0.829 -0.007 -0.478 0.41
H -1.788 0.706 -1.761 0.23
H -1.063 1.489 -0.357 0.20
H -1.443 2.476 -1.786 0.24
```

Its charge is 0. As for the largest force on an atom: 0.93 eV/Å. The value obtained for the HOMO energy is -9.449 eV. For the relative energy (zero: lowest compared OMol25 entry of this formula, charge and spin), the calculation gives 12.6 kcal per mole. Its frontier orbital gap is 10.01 eV. Its SMILES is CNC(C)=O.CNC(C)=O. As for the total energy: -13525.07690 eV.

=====

No. 2
ORCA calculation (ωB97M-V with the def2-TZVPD basis set) on 2 unconnected molecules or ions with the total composition C6H14N2O2 in a non-equilibrium geometry.

Geometry as XYZ:
```
24
Properties=species:S:1:pos:R:3:nbo_charge:R:1
C -1.195 0.508 -3.186 -0.42
N -1.244 -0.830 -2.577 -0.62
C -2.242 -1.739 -2.809 0.66
C -2.113 -3.060 -2.133 -0.71
O -3.164 -1.474 -3.563 -0.62
H -1.897 1.103 -2.613 0.22
H -0.195 0.889 -2.915 0.20
H -1.109 0.455 -4.266 0.22
H -0.437 -1.235 -2.135 0.38
H -2.519 -3.013 -1.119 0.24
H -2.669 -3.831 -2.651 0.24
H -1.080 -3.440 -2.183 0.22
C 3.196 0.181 2.591 -0.42
N 1.874 0.728 2.961 -0.63
C 1.480 1.981 2.549 0.66
C 0.097 2.446 2.807 -0.70
O 2.304 2.597 1.882 -0.64
H 3.906 0.924 2.271 0.24
H 3.597 -0.270 3.481 0.20
H 3.000 -0.473 1.741 0.19
H 1.321 0.063 3.477 0.39
H -0.390 1.830 3.567 0.22
H -0.039 3.505 2.918 0.25
H -0.482 2.153 1.905 0.24
```

Its charge is 0. As for the largest force on an atom: 2.65 eV/Å. The value obtained for the HOMO energy is -9.595 eV. For the relative energy (zero: lowest compared OMol25 entry of this formula, charge and spin), the calculation gives 29.9 kcal per mole. Its frontier orbital gap is 10.02 eV. Its SMILES is CNC(C)=O.CNC(C)=O. As for the total energy: -13524.32691 eV.

=====

No. 3
ORCA calculation (ωB97M-V with the def2-TZVPD basis set) on 2 unconnected molecules or ions with the total composition C6H14N2O2 in a non-equilibrium geometry.

Geometry as XYZ:
```
24
Properties=species:S:1:pos:R:3:nbo_charge:R:1
C -1.760 2.276 0.125 -0.41
N -0.268 2.156 -0.239 -0.64
C 0.506 2.837 0.583 0.66
C 1.852 2.103 1.063 -0.74
O 0.192 4.026 0.938 -0.65
H -1.854 2.969 0.820 0.21
H -2.441 2.817 -0.658 0.20
H -2.288 1.215 0.401 0.19
H -0.111 0.998 -0.079 0.43
H 2.853 2.785 0.772 0.24
H 2.164 1.102 0.532 0.22
H 1.899 2.094 2.178 0.24
C -0.146 -3.326 -2.227 -0.40
N -0.086 -2.850 -0.913 -0.60
C -0.069 -1.602 -0.376 0.68
C 0.093 -1.374 1.225 -0.69
O -0.077 -0.623 -1.128 -0.65
H -0.019 -2.534 -2.879 0.23
H 0.653 -4.002 -2.340 0.20
H -1.148 -3.816 -2.306 0.20
H -0.242 -3.554 -0.113 0.38
H -0.452 -2.202 1.797 0.22
H -0.301 -0.317 1.366 0.23
H 1.051 -1.176 1.458 0.23
```

Its charge is 0. As for the largest force on an atom: 7.11 eV/Å. The value obtained for the HOMO energy is -9.241 eV. For the relative energy (zero: lowest compared OMol25 entry of this formula, charge and spin), the calculation gives 90.6 kcal per mole. Its frontier orbital gap is 9.67 eV. Its SMILES is CNC(C)=O.CNC(C)=O. As for the total energy: -13521.69581 eV.